(1)
Here is C12H23MnN5O6S as an isolated structure in a non-equilibrium geometry from OMol25. Energies are from the ωB97M-V functional and the def2-TZVPD basis.

Computed properties:
<S²> = 6.19
2S+1 = 5
gap between HOMO and LUMO (alpha / beta) = 7.11 / 6.38 eV
total charge = +1
LUMO energy (alpha / beta) = -0.167 / -0.203 hartree
maximum force = 4.04 eV/Å
calculated total energy = -2744.9141 a.u.

Each line ends with the Mulliken spin population.
CARTESIAN COORDINATES (ANGSTROEM)
O -0.0620 3.6427 -0.5344  0.2046
H 0.3977 4.4319 -0.8601  0.0036
Mn 0.3415 0.1623 -0.2796  2.4842
N -0.8464 1.1154 0.8264  0.0544
N 1.5592 0.4874 1.1424  0.2270
N -0.9281 -0.5298 -1.4614  -0.1519
N 1.3869 -1.2737 -0.9945  0.0478
O -2.1158 1.1088 0.7525  0.3519
O -2.2265 -0.1766 -1.5174  -0.0238
O 2.4805 -1.7659 -0.4254  0.0405
O 2.6864 -0.1231 1.4063  0.3007
C 1.1508 1.4786 1.9854  -0.0676
C -0.2141 1.8025 1.8393  0.0607
C -0.5433 -1.5876 -2.2202  0.0698
C 0.7902 -2.0143 -1.9578  -0.0792
C -0.9701 2.8211 2.5880  0.0092
H -1.3240 3.5971 1.8958  0.0063
H -0.3355 3.2853 3.3485  0.0022
H -1.8368 2.3629 3.0800  0.0079
C 2.1189 2.0921 2.9160  0.0108
H 2.9264 2.6023 2.3707  -0.0112
H 2.5698 1.3372 3.5713  -0.0082
H 1.6074 2.8326 3.5346  0.0013
C -1.4608 -2.3157 -3.1279  -0.0018
C 1.4322 -3.2168 -2.5486  0.0041
H -2.3391 -1.7055 -3.3582  0.0003
H -1.7994 -3.2640 -2.6779  0.0084
H -0.9375 -2.5614 -4.0631  0.0030
H 2.3393 -3.5071 -2.0040  -0.0008
H 1.7164 -3.0245 -3.5930  -0.0058
H 0.7476 -4.0762 -2.5646  -0.0026
H -2.3193 0.5317 -0.7690  0.0051
H 2.6448 -1.0557 0.4228  -0.0043
C 1.0103 1.5685 -1.3033  0.2726
H 0.4996 2.7789 -0.8919  0.1618
H 0.6601 1.4572 -2.3391  0.0199
H 2.1013 1.6495 -1.1728  0.0201
O -2.3050 2.6823 -1.4271  0.0025
H -1.5230 3.2775 -1.2230  -0.0049
H -2.3449 2.7246 -2.3987  -0.0002
S -0.0883 -3.5337 2.6924  -0.0006
C -1.6957 -3.1270 2.1051  -0.0002
C -1.6381 -2.0275 1.2835  0.0031
N -0.3704 -1.5062 1.1243  -0.0260
C 0.5346 -2.2035 1.8122  0.0134
H -2.5844 -3.6828 2.3490  -0.0001
H -2.4847 -1.5913 0.7857  -0.0003
H 1.5912 -1.9604 1.8809  -0.0076



(2)
Here is C12H24AuF3N3O4SV as an isolated structure in a non-equilibrium geometry from OMol25. Energies are from the ωB97M-V functional and the def2-TZVPD basis.

Computed properties:
gap between HOMO and LUMO (alpha / beta) = 6.11 / 6.05 eV
total charge = +2
LUMO energy (alpha / beta) = -0.390 / -0.391 hartree
maximum force = 5.54 eV/Å
calculated total energy = -2713.5987 a.u.

Each line ends with the Löwdin charge.
CARTESIAN COORDINATES (ANGSTROEM)
N 2.2956 -0.3769 0.3310  0.0397
C 3.0833 -0.6328 1.2240  -0.2948
O 3.8704 -0.8869 2.0735  0.2692
Au 0.8590 0.9814 -2.9530  0.9792
V 0.6424 -0.1175 -0.5918  1.0096
N -0.1558 -1.7372 -0.8673  -0.0624
N -0.0357 1.6921 -1.2227  -0.2766
C -0.1063 -3.0648 -0.2098  -0.6000
C 0.6401 2.9433 -0.7761  -0.6555
C 0.7729 -4.0056 -1.0292  0.0025
C -1.5099 -3.6477 -0.0559  0.0001
C 0.4867 -2.9570 1.1866  -0.0230
C 0.4251 4.0235 -1.8334  -0.0194
C 0.0904 3.4233 0.5615  0.0020
C 2.1291 2.6653 -0.6591  -0.0508
H 0.3672 -4.1636 -2.0338  0.0911
H 0.8406 -4.9770 -0.5248  0.1226
H 1.7840 -3.5903 -1.1192  0.1012
H -2.1335 -2.9433 0.5065  0.0864
H -1.4468 -4.5847 0.5119  0.1241
H -1.9694 -3.8693 -1.0244  0.0970
H 1.4946 -2.5409 1.1775  0.0628
H 0.5314 -3.9720 1.6071  0.1230
H -0.1562 -2.3507 1.8296  0.0712
H 0.6753 3.6304 -2.8277  0.0758
H 1.0741 4.8844 -1.6286  0.1231
H -0.6120 4.3741 -1.8448  0.0967
H -0.9513 3.7536 0.4745  0.1084
H 0.6959 4.2752 0.8982  0.1239
H 0.1409 2.6355 1.3203  0.0722
H 2.3455 1.8786 0.0722  0.0585
H 2.6358 3.5914 -0.3578  0.1243
H 2.5296 2.3461 -1.6317  0.0661
C -1.5038 1.8118 -1.3454  -0.0580
H -1.9015 1.0134 -1.9829  0.0860
H -2.0085 1.7558 -0.3695  0.0899
H -1.7587 2.7736 -1.8168  0.1113
C -0.9323 -1.6918 -2.0977  -0.0739
H -1.9903 -1.4224 -1.9280  0.1326
H -0.4954 -0.9421 -2.7876  0.0316
H -0.8975 -2.6692 -2.6022  0.1215
F -2.2292 0.3876 4.6353  0.1595
C -1.0890 0.3977 3.9069  -0.5854
F -0.4212 1.5520 4.1507  0.1331
F -0.3108 -0.6420 4.3026  0.1305
S -1.4437 0.2638 2.0879  0.5694
O -2.0473 -1.0455 1.9192  -0.2672
O -2.2590 1.4244 1.7853  -0.2605
O -0.0450 0.3530 1.5590  -0.3685



(3)
Here is C12H24BFN3O6P as an isolated structure in a non-equilibrium geometry from OMol25. Energies are from the ωB97M-V functional and the def2-TZVPD basis.

Computed properties:
gap between HOMO and LUMO = 10.70 eV
LUMO energy = -0.012 hartree
maximum force = 2.78 eV/Å
calculated total energy = -1553.5232 a.u.

Each line ends with the Löwdin charge.
CARTESIAN COORDINATES (ANGSTROEM)
O -0.7821 -1.5043 0.0053  -0.1964
P 0.3700 -2.3417 0.1637  0.3754
O 1.6820 -1.5085 -0.0545  -0.0423
O 0.2488 -3.5831 -0.9018  -0.0695
F 1.4516 -3.6906 -1.6223  -0.0595
O 0.3793 -2.9817 1.6241  0.0691
B 1.3287 -3.9705 1.9016  -0.8406
O 1.4543 -5.0909 1.1652  0.2249
O 2.1492 -3.7898 3.0005  0.1780
H 2.2841 -1.9037 -0.7039  0.1003
H 2.3738 -5.3548 1.0844  0.1308
H 1.7293 -4.2085 3.7574  0.1148
C 0.4515 -0.2627 -3.0833  -0.1069
C 0.9197 0.3420 -4.4002  -0.2477
C 0.7800 -0.6316 -5.5742  -0.1827
C 1.5888 -1.8321 -5.3405  -0.2474
N 2.2127 -2.7557 -5.1355  0.1464
H 1.0535 -1.1320 -2.8118  0.0515
H 0.5404 0.4543 -2.2709  0.0535
H -0.5926 -0.5746 -3.1439  0.0930
H 1.9618 0.6527 -4.3057  0.1149
H 0.3382 1.2405 -4.6111  0.1064
H 1.1119 -0.1642 -6.5006  0.1169
H -0.2602 -0.9320 -5.7025  0.1207
C -2.6814 3.7277 0.5212  -0.1078
C -2.4288 2.3109 0.0055  -0.2471
C -1.0499 2.1246 -0.6340  -0.1931
C -0.8917 3.0261 -1.7779  -0.2437
N -0.7794 3.7232 -2.6649  0.1464
H -2.6682 4.4526 -0.2940  0.0719
H -3.6629 3.7885 0.9951  0.0718
H -1.9361 4.0258 1.2502  0.0408
H -3.2115 2.0674 -0.7154  0.1123
H -2.5194 1.5987 0.8284  0.0891
H -0.9273 1.0985 -0.9794  0.0805
H -0.2644 2.3202 0.0947  0.0763
C 0.9869 0.2524 4.3454  -0.0984
C -0.4187 0.7680 4.6357  -0.2528
C -1.1772 1.1718 3.3672  -0.1718
C -0.4780 2.2479 2.6625  -0.2368
N 0.0763 3.0718 2.1277  0.1841
H 1.6066 1.0222 3.8838  0.0736
H 1.4792 -0.0523 5.2687  0.0735
H 0.9588 -0.6107 3.6768  0.0676
H -0.3578 1.6219 5.3126  0.1118
H -0.9883 -0.0078 5.1499  0.1080
H -2.1808 1.5191 3.6144  0.1225
H -1.2724 0.3198 2.6904  0.1174



(4)
Here is C12H24Br12 as an isolated structure in a non-equilibrium geometry from OMol25. Energies are from the ωB97M-V functional and the def2-TZVPD basis.

Computed properties:
gap between HOMO and LUMO = 7.41 eV
LUMO energy = -0.010 hartree
maximum force = 9.80 eV/Å
calculated total energy = -31359.2885 a.u.

Each line ends with the Löwdin charge.
CARTESIAN COORDINATES (ANGSTROEM)
Br 1.1190 5.2597 0.7641  0.6287
C 0.7335 4.5258 -1.0538  -0.6139
C 1.6183 3.3204 -1.3715  -0.5625
Br 1.2191 2.7038 -3.3309  0.4986
H 1.0437 5.2964 -1.7595  0.0485
H -0.3298 4.3737 -1.2388  0.0634
H 1.4686 2.5027 -0.6664  -0.0336
H 2.6556 3.5612 -1.1390  0.0389
Br 1.5176 -3.0917 1.7219  0.7366
C 1.1378 -1.7350 3.0749  -0.7798
C 0.2645 -2.4200 4.1065  -0.6428
Br -0.4669 -1.0621 5.3981  0.5727
H 0.6865 -0.9298 2.4952  -0.4152
H 2.1522 -1.5475 3.4268  0.0562
H 0.7223 -3.2348 4.6674  0.0570
H -0.5615 -2.9635 3.6476  0.0357
Br -3.6894 1.2337 -3.2853  0.5905
C -2.7876 -0.4946 -3.7104  -0.6911
C -3.3263 -1.6716 -2.8350  -0.5346
Br -2.2004 -3.3503 -2.8130  0.8324
H -1.7239 -0.3575 -3.5162  -0.1492
H -2.9203 -0.6806 -4.7762  0.0592
H -4.3344 -1.9377 -3.1528  0.0598
H -3.5183 -1.2941 -1.8307  0.0157
Br -0.5383 0.9720 -2.7772  0.6210
C -0.8110 0.2089 -0.9734  -0.6991
C 0.3397 0.5834 -0.0136  -0.4676
Br -0.1300 -0.0301 1.8244  0.7580
H -0.8509 -0.8675 -1.1407  -0.0401
H -1.7118 0.6624 -0.5598  -0.0065
H 0.4913 1.6432 0.1911  0.0109
H 1.3078 0.1611 -0.2832  0.0856
Br 5.0548 1.8623 -0.1627  0.6051
C 3.2106 2.1111 0.6442  -0.6657
C 3.3308 1.7505 2.1719  -0.5348
Br 1.5036 2.0709 2.9563  0.6034
H 2.4337 1.5284 0.1493  -0.0067
H 2.7902 3.1097 0.5245  -0.0297
H 3.9114 2.4614 2.7597  0.0483
H 3.6050 0.6968 2.2235  0.0555
Br -2.1592 -1.0543 0.6968  0.7877
C -1.2104 -2.5513 -0.1158  -0.6320
C -2.1820 -3.7012 -0.2805  -0.8364
Br -2.7975 -4.6579 1.3748  0.5633
H -0.4970 -2.8664 0.6457  -0.0744
H -0.7048 -2.2456 -1.0318  0.0290
H -1.7976 -4.5388 -0.8625  -0.0095
H -3.0685 -3.3156 -0.7838  -0.0368



(5)
Here is C12H24CdCl12O10S as an isolated structure in a non-equilibrium geometry from OMol25. Energies are from the ωB97M-V functional and the def2-TZVPD basis.

Computed properties:
gap between HOMO and LUMO = 8.53 eV
LUMO energy = -0.054 hartree
maximum force = 5.06 eV/Å
calculated total energy = -7312.2501 a.u.

Each line ends with the Löwdin charge.
CARTESIAN COORDINATES (ANGSTROEM)
Cd -4.0071 -17.4533 3.2857  1.4460
S -5.9627 -15.7548 2.9878  0.2087
O -7.0742 -15.3771 3.8471  -0.3307
O -4.6395 -15.6369 3.6521  -0.5388
O -5.9054 -17.2353 2.7936  -0.5076
O -5.9540 -15.0125 1.7444  -0.3278
C -7.0925 -18.4322 5.6569  -0.0248
O -6.1477 -19.3216 6.2083  0.0636
C -4.8795 -19.1376 5.9407  -0.5954
O -4.4919 -18.2746 5.1667  -0.0350
O -4.1462 -19.9138 6.6825  0.0549
C -2.7330 -19.7616 6.5680  -0.0122
H -8.1151 -18.7782 5.7566  0.1069
H -6.9738 -18.2793 4.5773  0.0741
H -6.9396 -17.3952 5.9715  0.0976
H -2.4121 -19.9679 5.5486  0.0974
H -2.2687 -20.4654 7.2544  0.1022
H -2.4410 -18.7787 6.9416  0.1067
C -4.2718 -16.6795 -1.0210  -0.0287
O -2.9665 -17.2473 -0.7807  0.0055
C -2.4411 -17.3256 0.4347  -0.5895
O -2.9918 -16.9113 1.4375  0.0117
O -1.3583 -18.0433 0.4524  0.0351
C -0.6429 -18.3903 -0.7564  0.0121
H -4.8246 -16.5686 -0.0889  0.0809
H -4.8191 -17.3235 -1.7044  0.0910
H -4.0874 -15.7502 -1.5468  0.0606
H -0.7841 -17.6077 -1.4955  0.1008
H -1.0378 -19.3266 -1.1409  0.1029
H 0.4008 -18.4650 -0.4737  0.1005
C -7.7146 -12.1200 2.8616  -1.0327
Cl -8.0844 -11.0570 4.2336  0.5184
Cl -7.3039 -11.2206 1.4037  0.5425
H -6.8851 -12.7617 3.1162  -0.0143
H -8.5840 -12.7303 2.6443  0.0268
C -9.6079 -15.2564 5.3487  -0.9943
Cl -8.9817 -14.7822 6.9401  0.5470
Cl -11.3961 -15.0932 5.3389  0.4862
H -9.2395 -14.5902 4.5819  -0.0015
H -9.4329 -16.3113 5.1881  0.0072
C -6.1947 -13.7831 -1.2172  -1.0171
Cl -5.4587 -12.2420 -1.6746  0.5029
Cl -6.2968 -14.9056 -2.5888  0.5444
H -5.6564 -14.2383 -0.3941  -0.0111
H -7.2010 -13.5537 -0.8827  0.0145
C -3.7015 -12.7244 2.3065  -1.0350
Cl -3.1560 -12.2253 3.9170  0.5307
Cl -2.8068 -11.8967 1.0352  0.5121
H -3.5263 -13.7897 2.2508  -0.0040
H -4.7382 -12.4313 2.2018  -0.0173
C -5.4662 -14.1127 6.4940  -1.0535
Cl -5.5385 -13.0803 7.9614  0.4877
Cl -4.1533 -15.2305 6.5838  0.5629
H -6.4130 -14.6382 6.5074  -0.0566
H -5.3737 -13.5169 5.5918  0.0036
C -8.7039 -17.1087 1.3130  -1.0333
Cl -9.2447 -16.4886 -0.2370  0.5257
Cl -9.9097 -18.3065 1.8789  0.4809
H -7.7657 -17.6417 1.2056  0.0057
H -8.5505 -16.3357 2.0597  0.0030